{
  "formula": "C56H102O33S9",
  "method": "ωB97M-V/def2-TZVPD",
  "symbols": ["C", "C", "C", "O", "C", "O", "O", "H", "H", "H", "H", "H", "H", "C", "C", "C", "O", "C", "O", "O", "H", "H", "H", "H", "H", "H", "C", "C", "C", "O", "C", "O", "O", "H", "H", "H", "H", "H", "H", "C", "C", "C", "O", "C", "O", "O", "H", "H", "H", "H", "H", "H", "C", "C", "C", "O", "C", "O", "O", "H", "H", "H", "H", "H", "H", "C", "C", "C", "S", "O", "O", "C", "H", "H", "H", "H", "H", "H", "H", "H", "C", "C", "C", "S", "O", "O", "C", "H", "H", "H", "H", "H", "H", "H", "H", "C", "C", "C", "S", "O", "O", "C", "H", "H", "H", "H", "H", "H", "H", "H", "C", "C", "C", "S", "O", "O", "C", "H", "H", "H", "H", "H", "H", "H", "H", "C", "C", "C", "S", "O", "O", "C", "H", "H", "H", "H", "H", "H", "H", "H", "C", "C", "C", "S", "O", "O", "C", "H", "H", "H", "H", "H", "H", "H", "H", "C", "C", "C", "S", "O", "O", "C", "H", "H", "H", "H", "H", "H", "H", "H", "C", "C", "C", "S", "O", "O", "C", "H", "H", "H", "H", "H", "H", "H", "H", "C", "C", "C", "S", "O", "O", "C", "H", "H", "H", "H", "H", "H", "H", "H"],
  "positions_angstrom": [[-3.43484, 2.62644, -4.08178], [-2.98375, 2.51543, -2.59347], [-2.28012, 3.69998, -2.09357], [-2.77439, 3.95418, -0.83853], [-3.99619, 3.35285, -0.73263], [-4.78270, 3.69872, 0.15308], [-4.15976, 2.46307, -1.70346], [-2.54285, 2.83548, -4.67234], [-4.27309, 3.32303, -4.06820], [-3.94024, 1.70807, -4.38056], [-2.30140, 1.69891, -2.35721], [-2.27021, 4.60551, -2.70021], [-1.23017, 3.42895, -1.98296], [-1.67108, 6.29625, 1.36789], [-1.36140, 4.94163, 2.09908], [-0.31780, 5.08440, 3.20949], [-1.02438, 4.50812, 4.32412], [-2.28005, 4.22397, 4.04735], [-3.04246, 3.60375, 4.75184], [-2.50473, 4.41714, 2.70500], [-2.19460, 6.98885, 2.02693], [-2.28368, 6.18232, 0.47354], [-0.69312, 6.61572, 1.00786], [-1.02780, 4.24092, 1.33369], [-0.04210, 6.13397, 3.31183], [0.59859, 4.55149, 2.95583], [0.10285, 1.40289, 2.66487], [-0.10753, 0.23873, 1.69958], [-1.08271, 0.53788, 0.53086], [-0.37346, 0.29646, -0.57986], [0.92903, -0.10819, -0.33753], [1.67674, -0.56947, -1.21877], [1.16157, 0.00406, 0.96994], [0.45521, 2.32010, 2.19301], [0.79706, 1.22813, 3.48685], [-0.84252, 1.70692, 3.11426], [-0.12777, -0.69351, 2.26405], [-1.43428, 1.56873, 0.57366], [-1.99671, -0.05200, 0.59964], [-6.26465, -4.51681, -3.37253], [-6.23174, -3.04910, -2.93186], [-6.97640, -2.74237, -1.55937], [-6.19334, -1.60668, -1.16694], [-4.95735, -1.73945, -1.61743], [-3.97573, -1.14477, -1.18408], [-4.91103, -2.73843, -2.54656], [-5.62881, -4.80339, -4.21018], [-7.29733, -4.81009, -3.56135], [-6.15406, -5.15525, -2.49601], [-6.53947, -2.41285, -3.76167], [-6.89433, -3.52564, -0.80582], [-8.03053, -2.51053, -1.71159], [0.36024, 7.53136, -2.83464], [1.01413, 6.21219, -2.59328], [2.55573, 6.23790, -2.47549], [2.77007, 5.25468, -1.43029], [1.57931, 5.06879, -0.75876], [1.43597, 4.29239, 0.18624], [0.59560, 5.72975, -1.34655], [-0.72685, 7.45814, -2.80343], [0.51152, 7.91716, -3.84279], [0.72436, 8.19352, -2.04911], [0.72922, 5.55549, -3.41527], [2.94941, 7.21288, -2.18821], [3.08121, 5.88758, -3.36389], [-3.08750, -5.57895, 2.59174], [-3.88019, -5.57722, 1.27001], [-3.42642, -4.36212, 0.44694], [-1.65428, -4.17815, 0.78072], [-1.34294, -2.78499, 1.19950], [-0.87127, -4.75928, -0.34176], [-1.58949, -5.30920, 2.30290], [-3.33850, -6.44520, 3.20386], [-3.38544, -4.74742, 3.23041], [-4.96311, -5.63500, 1.37979], [-3.62161, -6.50224, 0.75470], [-3.91852, -3.49504, 0.88753], [-3.49312, -4.38260, -0.64082], [-0.83568, -5.00714, 3.02996], [-1.05658, -6.14941, 1.85777], [2.62746, -3.12661, -3.93370], [3.96580, -2.56831, -3.42871], [4.94043, -2.44752, -4.71171], [4.58435, -3.95350, -5.71888], [5.59345, -4.95073, -5.39248], [4.28582, -3.50317, -7.04697], [3.06341, -4.37508, -4.67162], [2.16530, -2.50319, -4.69912], [1.91994, -3.31435, -3.12607], [4.47545, -3.23583, -2.73391], [3.77258, -1.57705, -3.01860], [5.99924, -2.42508, -4.45382], [4.66063, -1.66650, -5.41870], [3.41318, -5.15618, -3.99662], [2.45353, -4.78179, -5.47830], [0.28874, -2.43420, 7.20717], [0.58884, -2.78542, 5.73277], [0.30311, -1.64919, 4.78082], [-0.25102, -0.19614, 5.75072], [-1.45905, 0.32900, 5.17770], [0.85506, 0.70694, 5.98122], [-0.64039, -1.20946, 7.32764], [1.17439, -1.99935, 7.67043], [-0.03898, -3.19995, 7.91027], [0.00374, -3.66813, 5.47472], [1.59797, -3.19476, 5.68588], [-0.67240, -1.85803, 4.34165], [0.97971, -1.49191, 3.94084], [-1.61685, -1.57955, 7.01512], [-0.68199, -0.73606, 8.30859], [4.22028, 1.59413, 0.01950], [5.34750, 2.04480, -0.93192], [6.01366, 0.78058, -1.45621], [6.06173, -0.43078, -0.06667], [7.31323, -0.39404, 0.75729], [5.69043, -1.69603, -0.63358], [4.74015, 0.43726, 0.85363], [3.46117, 1.18778, -0.64889], [3.78105, 2.38293, 0.63021], [6.06752, 2.75818, -0.53097], [4.83852, 2.55941, -1.74693], [7.06929, 0.87280, -1.71168], [5.60451, 0.37685, -2.38232], [5.29973, 0.84161, 1.69711], [4.01087, -0.26671, 1.25448], [4.84833, 4.02475, 5.54491], [3.74129, 2.91253, 5.43834], [2.35789, 3.65890, 5.29637], [2.47763, 5.23389, 6.18169], [1.71070, 5.13626, 7.43591], [2.21546, 6.30902, 5.24088], [4.32844, 5.10063, 6.50848], [4.99621, 4.52401, 4.58733], [5.82260, 3.59646, 5.78041], [3.79329, 2.39685, 6.39724], [3.96536, 2.14368, 4.69890], [1.35860, 3.24224, 5.42249], [2.27616, 3.97661, 4.25690], [4.32288, 4.55282, 7.45081], [4.81305, 6.06545, 6.65810], [2.83478, -5.04017, 1.78076], [3.21525, -3.61546, 1.29014], [2.93123, -3.49135, -0.17802], [3.13119, -5.20476, -0.96191], [4.47613, -5.37853, -1.59223], [1.98807, -5.58622, -1.71221], [3.10454, -6.02691, 0.71602], [1.75555, -5.07605, 1.92939], [3.31418, -5.41949, 2.68319], [4.26867, -3.50038, 1.54541], [2.66970, -2.82414, 1.80422], [3.35278, -2.79228, -0.90032], [1.86230, -3.34063, -0.32886], [4.10930, -6.44922, 0.70137], [2.38040, -6.84150, 0.70298], [-4.35949, 0.72634, 3.00886], [-5.59924, 0.49247, 2.09208], [-6.66558, -0.29211, 2.88820], [-5.63809, -1.56203, 3.73869], [-5.42213, -2.74880, 2.93489], [-6.06331, -1.66115, 5.15019], [-4.06778, -0.57164, 3.77361], [-4.44276, 1.41682, 3.84814], [-3.48611, 1.06155, 2.44944], [-5.31608, -0.17250, 1.27614], [-6.00002, 1.39198, 1.62482], [-7.54268, -0.69024, 2.37802], [-7.13731, 0.31787, 3.65858], [-3.33873, -1.23028, 3.30166], [-3.88317, -0.48579, 4.84442], [-2.33898, -1.29235, -4.47315], [-0.97851, -1.30208, -3.70809], [-0.95290, -2.33822, -2.69111], [-1.44416, -3.85864, -3.75288], [-2.23488, -4.90428, -3.00942], [-0.24563, -4.34360, -4.50391], [-2.59519, -2.75239, -4.85261], [-2.22267, -0.64690, -5.34375], [-3.15843, -0.97109, -3.83018], [-0.77619, -0.33421, -3.24940], [-0.20050, -1.42377, -4.46173], [-1.83305, -2.22876, -2.05751], [-0.04925, -2.51512, -2.10782], [-3.57779, -3.15243, -4.60241], [-2.34277, -2.98636, -5.88685], [1.55512, 0.90361, -6.32964], [0.71073, 1.55802, -5.31443], [1.64296, 1.97159, -4.13905], [3.22456, 2.44229, -4.88995], [4.30906, 1.66247, -4.31678], [3.49432, 3.86158, -5.14072], [2.80210, 1.73179, -6.55695], [0.96519, 0.70830, -7.22516], [1.86890, -0.06928, -5.95129], [-0.05204, 0.79243, -5.17241], [0.28073, 2.47274, -5.72245], [1.88242, 1.18521, -3.42327], [1.22687, 2.80969, -3.57997], [3.73960, 1.32254, -6.93340], [2.56621, 2.45767, -7.33512]],
  "forces_ev_per_angstrom": [[-0.4, -1.0, 2.1], [-1.3, -0.7, -1.0], [2.8, 1.1, -0.6], [-1.1, 0.1, 1.3], [-1.7, 2.0, 3.0], [1.9, -1.7, -2.6], [0.2, -0.3, -0.7], [-0.4, 0.3, -0.3], [0.6, 0.7, -0.5], [0.5, -0.3, -0.2], [-0.7, -0.8, -0.3], [-0.6, 0.1, -0.3], [0.3, 0.2, 0.0], [0.3, -1.3, 0.2], [0.1, 1.4, -1.9], [-0.8, 0.0, -0.8], [1.7, 1.0, 1.0], [-1.2, -2.7, -1.1], [0.8, 1.5, -0.5], [-0.8, 0.0, 1.3], [0.4, 0.2, 0.1], [-0.1, -0.4, 0.2], [0.0, 0.6, 0.2], [0.0, -0.1, 0.0], [-0.2, 0.0, 0.8], [-0.2, -0.3, 0.4], [-0.2, 0.5, -0.1], [1.6, 0.9, 0.5], [-1.5, 0.2, 3.4], [2.4, -1.0, -3.3], [0.3, -1.2, -1.5], [-2.1, 1.8, 2.7], [0.3, 0.0, -0.9], [0.1, -0.2, -0.6], [0.0, -0.4, -0.1], [-0.2, -0.3, 0.1], [-1.3, 0.0, -0.3], [0.3, 0.4, 0.0], [0.1, -0.5, -0.2], [-1.3, 0.0, 1.0], [-0.9, -2.0, 0.9], [0.4, 0.0, -2.2], [-0.9, 0.5, 0.9], [2.5, 0.0, 0.9], [-2.1, -1.1, -1.3], [1.0, 1.3, 0.3], [0.0, 0.2, 0.3], [-0.2, 0.4, -0.8], [1.1, 0.0, 0.0], [-0.2, 0.4, 0.2], [0.3, -0.1, -0.1], [0.2, 0.5, 0.2], [-0.3, 0.5, 0.0], [0.8, 0.8, -1.7], [-0.4, -0.6, 0.1], [-1.1, 0.3, 0.7], [1.2, -2.6, 1.4], [0.4, 2.1, -2.0], [-0.7, -0.4, 0.6], [0.0, -0.2, 0.5], [0.7, 0.1, 0.1], [-0.3, 0.5, -0.3], [-0.1, -0.6, 0.2], [-0.1, 0.0, 0.3], [-0.2, 0.0, 0.0], [0.2, 1.1, 0.8], [0.8, -0.6, -0.5], [0.2, 0.1, 0.7], [1.6, 0.4, -0.1], [-0.4, -1.6, -0.5], [-1.3, 1.0, 2.3], [0.0, -0.7, -2.2], [0.5, -0.3, -0.3], [-0.4, 0.2, -0.1], [0.1, 0.4, 0.3], [0.1, -0.1, -0.3], [0.1, 0.3, -0.2], [-0.2, -0.2, 0.0], [-0.8, 0.8, 0.4], [-0.4, -0.5, -0.2], [1.0, -0.6, -0.8], [0.7, 1.0, -2.0], [-1.2, -0.7, 0.5], [0.3, 0.6, 4.3], [-0.5, 0.3, -1.1], [-0.3, -0.4, -0.8], [0.7, -0.9, -1.6], [-0.1, 0.6, 0.3], [0.0, -0.2, -0.2], [-0.3, 0.1, 0.1], [0.5, 0.0, 0.3], [-0.1, 0.0, -0.1], [0.1, 0.4, 0.4], [0.0, 0.0, -0.2], [-0.7, 0.0, 0.5], [0.8, 2.3, 1.0], [0.3, -1.5, 1.0], [-1.8, 0.0, 0.2], [1.1, -0.3, 1.6], [-0.1, -0.2, 0.0], [0.0, -0.2, 0.0], [-0.7, -1.1, -2.6], [0.7, -0.6, -0.1], [-0.1, -0.4, -0.6], [-0.4, 0.2, -0.2], [0.2, 0.5, -0.1], [0.0, -0.2, -0.4], [0.3, 0.4, 0.5], [-0.5, 0.4, 0.4], [0.3, 0.4, -0.5], [0.2, -0.8, -0.6], [-0.4, 0.2, -0.4], [1.5, -0.1, 0.3], [1.5, 1.0, 0.4], [-2.6, 0.4, -1.8], [-0.5, -0.6, 0.2], [0.7, 0.0, 1.0], [-0.3, 0.1, 0.1], [0.1, 0.0, -0.1], [0.0, -0.2, 0.4], [0.3, 0.1, -0.2], [0.1, 0.5, 0.2], [-0.7, -0.4, 0.5], [0.0, -0.1, 0.2], [-0.1, 0.0, -0.3], [-0.8, 0.6, -1.5], [-0.3, 1.0, 1.3], [0.9, 0.3, -1.3], [0.1, -0.6, 1.0], [1.3, 0.4, -1.7], [0.1, -0.3, 0.5], [-1.1, -1.5, 1.0], [-0.1, -0.2, -0.4], [-0.1, 0.1, 0.5], [-0.3, -0.2, 0.1], [-0.3, 0.4, -0.3], [0.4, -0.7, 1.0], [0.4, 0.3, -0.2], [-0.1, 0.5, 0.5], [-0.1, -0.1, -0.5], [-1.1, 0.6, -0.1], [1.2, -0.1, 0.7], [-1.1, -1.4, -2.0], [3.0, 0.6, 1.6], [-2.5, 0.4, 1.4], [-1.1, -0.1, -0.8], [0.9, -1.1, -2.2], [-0.2, 0.2, 0.3], [0.1, 0.7, 0.2], [0.2, 0.3, -0.3], [-0.1, -0.1, 0.2], [0.8, 0.2, 0.8], [-0.3, -0.2, 0.2], [0.1, -0.1, 0.4], [0.1, 0.1, -0.3], [0.0, -0.4, 0.7], [-0.1, -0.4, 0.3], [0.4, 0.3, 0.5], [0.3, 1.4, 2.1], [-0.4, 0.0, -0.1], [0.1, -0.4, -1.9], [-1.0, -1.3, -0.6], [-0.7, 0.7, -0.6], [-0.1, -0.1, -0.2], [0.3, 0.1, -0.2], [0.1, 0.1, 0.3], [0.6, -0.5, -0.5], [0.5, 0.0, 0.4], [0.1, 0.1, 0.0], [0.2, 0.3, -0.3], [0.7, -0.9, 0.7], [0.0, 2.1, -1.3], [-1.2, -2.7, 0.1], [0.7, -1.5, 0.7], [1.3, 2.7, -1.8], [-2.4, 1.3, 1.1], [0.7, -1.2, 0.3], [-0.3, -0.1, 0.0], [0.2, 0.3, 0.0], [-0.1, 0.2, 0.1], [0.3, -0.3, 0.0], [0.1, 0.0, 0.4], [-0.1, -0.1, -0.3], [0.1, 0.2, -0.1], [0.1, -0.1, 0.1], [1.7, -1.4, -1.0], [0.2, 0.6, 0.7], [-0.8, 0.1, 0.3], [1.2, 0.2, -2.7], [-1.0, 0.3, 0.2], [-1.0, -0.8, 1.1], [0.1, 0.6, -0.1], [0.3, 0.1, -0.2], [-0.1, -0.3, 0.1], [-0.3, 0.6, 1.1], [-0.3, 0.0, 0.0], [0.0, -0.2, -0.1], [0.2, 0.1, 0.0], [-0.2, -0.8, 0.3], [0.0, 0.9, 0.6]],
  "energy_ha": -8261.419169,
  "total_charge": 0,
  "multiplicity": 1,
  "lumo_energy_ev": -0.3,
  "de_lowest_kcal_mol": 110.1
}